{"formula": "C24H28CrN2O5Si2", "method": "ωB97M-V with the def2-TZVPD basis set", "total_charge": -2, "total_energy_ev": -82740.5201, "largest_force_ha_per_bohr": 0.009, "spin_multiplicity": 5, "de_lowest_kcal_mol": 2.9, "elements": ["Cr", "O", "C", "O", "C", "C", "C", "C", "C", "O", "C", "C", "O", "O", "H", "H", "H", "H", "H", "H", "H", "H", "C", "Si", "C", "C", "C", "C", "C", "C", "C", "Si", "C", "C", "H", "H", "H", "H", "H", "H", "H", "H", "H", "H", "H", "H", "H", "H", "H", "H", "N", "C", "C", "C", "C", "C", "N", "C", "H", "H", "H", "H"], "xyz": [[0.4461, -0.6376, 0.5610], [0.6656, -2.6724, 4.0381], [0.1047, -1.8767, 3.2995], [0.0021, -1.9597, 2.0153], [-0.6096, -0.6621, 3.9136], [-1.8955, -0.3369, 3.1430], [-2.7986, 0.5647, 3.9926], [-2.0425, 1.9145, 3.9021], [-0.8548, 1.5295, 3.0098], [-1.4422, 0.5631, 2.1237], [0.1530, 0.6925, 3.8098], [1.5192, 0.6798, 3.1227], [2.4990, 1.0017, 3.7821], [1.5293, 0.3955, 1.8690], [-0.8071, -0.8889, 4.9597], [-2.3811, -1.1907, 2.6803], [-2.9001, 0.1949, 5.0141], [-3.7922, 0.6331, 3.5501], [-1.7191, 2.2956, 4.8718], [-2.6524, 2.6771, 3.4164], [-0.4123, 2.3335, 2.4310], [0.3140, 1.1067, 4.8047], [3.8193, 0.6060, -0.1796], [2.4080, -0.3938, -0.9651], [3.2251, -2.0076, -1.5653], [1.9985, 0.5906, -2.5597], [2.7845, 0.6046, -3.7162], [2.4270, 1.3639, -4.8229], [1.2677, 2.1332, -4.7853], [0.4815, 2.1343, -3.6411], [0.8255, 1.3674, -2.5245], [-0.1700, 1.3092, -0.8960], [0.0915, 3.0638, -0.1734], [-2.0087, 1.3320, -1.4026], [4.6678, 0.7027, -0.8673], [4.1529, 0.1341, 0.7469], [3.4677, 1.6066, 0.0846], [4.0713, -1.8111, -2.2357], [2.5044, -2.6386, -2.0932], [3.6007, -2.5730, -0.7082], [3.6902, 0.0054, -3.7581], [3.0444, 1.3548, -5.7158], [0.9783, 2.7230, -5.6497], [-0.4250, 2.7342, -3.6231], [0.0155, 3.8202, -0.9645], [1.0723, 3.1585, 0.2983], [-0.6762, 3.2917, 0.5698], [-2.2436, 2.1897, -2.0454], [-2.6255, 1.4031, -0.5016], [-2.2870, 0.4182, -1.9322], [-4.4832, -4.7297, 0.0455], [-3.6162, -4.1100, -0.4143], [-2.5792, -3.3716, -1.0294], [-2.4223, -3.3371, -2.4703], [-1.3577, -2.5914, -2.9510], [-0.5147, -1.9061, -2.1080], [-0.6809, -1.9042, -0.7176], [-1.6857, -2.6406, -0.2432], [-3.0966, -3.8757, -3.1209], [-1.1725, -2.5304, -4.0183], [0.3065, -1.3191, -2.4877], [-1.7814, -2.6643, 0.8319]], "mulliken_spin": [3.500, 0.001, 0.013, 0.002, 0.006, 0.005, 0.002, 0.000, 0.009, 0.079, 0.016, 0.005, 0.009, 0.032, 0.000, -0.008, 0.000, 0.000, 0.000, 0.000, 0.001, 0.000, -0.001, -0.329, -0.031, 0.002, 0.002, 0.003, 0.000, -0.006, 0.058, -0.360, -0.010, -0.027, -0.009, 0.002, 0.004, -0.006, 0.003, 0.008, -0.003, 0.000, 0.000, -0.002, -0.003, 0.001, 0.004, -0.003, 0.019, -0.004, 0.093, -0.019, 0.056, 0.473, -0.160, 0.431, 0.088, -0.011, 0.062, -0.017, 0.023, -0.007]}


{"formula": "C3H7NO", "method": "ωB97M-V with the def2-TZVPD basis set", "total_energy_ev": -6760.2350, "largest_force_ha_per_bohr": 0.016, "de_lowest_kcal_mol": 58.0, "elements": ["C", "C", "O", "C", "N", "H", "H", "H", "H", "H", "H", "H"], "xyz": [[-1.6953, 0.2583, -0.1884], [-0.4367, -0.2913, 0.4115], [0.2460, 0.7938, 1.1234], [1.0104, -0.0946, 0.3471], [1.9102, 0.2862, -0.6720], [-2.3511, 0.3138, 0.6916], [-1.5454, 1.2749, -0.5478], [-2.1999, -0.3735, -0.9228], [-0.6452, -1.2417, 0.9186], [1.4844, -0.7907, 1.0415], [1.5277, 0.2141, -1.6050], [2.6949, -0.3494, -0.5979]], "lowdin_charge": [-0.049, -0.281, -0.016, -0.403, 0.084, 0.086, 0.081, 0.075, 0.128, 0.139, 0.080, 0.076]}


- Which formula does entry 1 have?
  C24H28CrN2O5Si2